Molecular formula: C59H38Cl9EuN5O4S2
Method: DFT, ωB97M-V with the def2-TZVPD basis set

XYZ file:
```
118
Properties=species:S:1:pos:R:3
Eu 17.877 16.853 12.419
Cl 20.430 7.716 16.158
C 19.882 9.194 15.502
C 19.413 10.221 16.347
C 18.965 11.426 15.784
C 19.084 11.696 14.394
C 19.601 10.664 13.575
C 19.955 9.414 14.112
C 18.720 13.127 13.928
C 19.772 13.951 13.451
C 20.989 13.506 12.814
C 21.795 14.593 12.639
C 21.134 15.720 13.248
C 21.732 16.969 13.451
C 23.260 17.208 13.169
C 24.261 16.370 13.687
C 25.602 16.621 13.431
C 26.020 17.749 12.686
Cl 27.713 18.096 12.581
C 25.035 18.550 12.103
C 23.662 18.272 12.344
C 20.942 18.009 13.970
N 19.548 18.006 14.241
C 19.245 19.180 14.899
C 17.986 19.574 15.444
C 18.025 20.622 16.600
C 18.485 20.181 17.848
C 18.586 21.014 18.973
C 18.288 22.381 18.823
Cl 18.407 23.431 20.163
C 17.859 22.860 17.566
C 17.707 22.003 16.459
C 16.769 18.866 15.213
C 15.461 19.379 15.591
C 14.560 18.371 15.430
C 15.295 17.200 15.009
N 16.610 17.582 14.727
C 14.751 15.904 14.899
C 15.553 14.835 14.456
C 15.172 13.431 14.549
C 16.291 12.685 14.340
C 17.375 13.584 14.125
N 16.902 14.895 14.127
C 13.237 15.712 15.202
C 12.370 15.178 14.225
C 11.004 14.996 14.495
C 10.482 15.357 15.741
Cl 8.883 14.961 16.221
C 11.296 15.998 16.678
C 12.679 16.157 16.424
C 20.441 19.988 14.940
C 21.464 19.290 14.367
N 19.831 15.340 13.546
H 19.454 10.140 17.451
H 18.515 12.174 16.449
H 19.734 10.798 12.496
H 20.252 8.616 13.445
H 21.197 12.458 12.604
H 22.777 14.596 12.184
H 24.003 15.481 14.286
H 26.350 15.955 13.823
H 25.294 19.406 11.470
H 22.861 18.883 11.865
H 18.724 19.134 17.977
H 18.867 20.567 19.940
H 17.615 23.915 17.406
H 17.351 22.417 15.506
H 15.227 20.358 15.990
H 13.507 18.380 15.697
H 14.172 13.096 14.725
H 16.369 11.606 14.369
H 12.747 14.911 13.249
H 10.361 14.534 13.722
H 10.891 16.400 17.625
H 13.353 16.628 17.158
H 20.516 20.940 15.419
H 22.510 19.604 14.293
O 16.892 17.269 10.034
N 15.756 17.607 9.475
C 15.744 18.238 8.248
C 14.527 18.686 7.752
C 13.353 18.552 8.508
C 13.384 17.849 9.693
C 14.612 17.331 10.209
S 14.712 16.510 11.684
H 16.674 18.345 7.721
H 14.508 19.102 6.737
H 12.393 18.903 8.170
H 12.463 17.742 10.270
Cl 16.840 20.308 12.208
C 17.537 20.484 10.658
C 18.646 19.696 10.331
C 19.335 19.912 9.087
Cl 20.813 19.121 8.698
C 18.769 20.782 8.174
Cl 19.454 20.936 6.630
C 17.558 21.440 8.434
Cl 16.889 22.543 7.303
C 16.892 21.178 9.638
Cl 15.289 21.683 9.885
O 18.948 18.810 11.270
O 19.526 17.580 10.902
C 16.597 10.962 10.721
C 17.506 12.086 10.224
S 16.745 13.748 10.575
O 17.820 14.695 11.000
C 16.207 14.111 8.798
C 17.290 14.394 7.746
H 17.165 10.040 10.912
H 15.783 10.730 10.023
H 16.108 11.250 11.670
H 17.731 12.046 9.170
H 18.457 12.141 10.768
H 15.508 14.937 8.836
H 15.616 13.222 8.529
H 17.794 15.334 7.980
H 16.839 14.522 6.745
H 18.058 13.644 7.614
```

ΔE to the lowest compared entry with this formula, charge and spin   0.0 kJ/mol
LUMO energy (alpha / beta)   0.126 / 0.126 Eh
Multiplicity   8
Charge   -2
Total energy   -8494.24840 Ha